Here is a molecular structure, H6LiO11S2 in a non-equilibrium geometry from OMol25. Energies are from ωB97M-V/def2-TZVPD.

Last column: Löwdin charge in e.
Geometry (Å):
Li -0.38 -0.14 -0.73  0.620
S 2.40 0.18 -1.01  0.081
O 3.44 0.92 -0.31  -0.447
O 1.13 0.99 -1.00  -0.509
O 2.86 -0.23 -2.30  -0.442
O 2.23 -1.06 -0.31  -0.392
S -0.78 -1.39 2.28  0.126
O -0.53 -1.27 0.81  -0.504
O -0.24 -0.22 3.01  -0.458
O -2.16 -1.66 2.67  -0.493
O 0.05 -2.51 2.73  -0.479
O -2.10 0.98 -0.39  -0.077
H -2.43 1.85 -0.16  0.034
H -2.63 0.37 0.13  0.040
O -0.47 -1.23 -2.35  -0.067
H -0.08 -2.05 -2.66  0.057
H -1.26 -1.12 -2.89  0.032
O 0.31 2.39 1.19  -0.070
H 0.01 3.25 0.90  -0.012
H 0.64 1.97 0.39  -0.038

Values from the calculation:
LUMO energy (Ha): 0.227
Energy above the lowest of the compared OMol25 structures with the same formula, charge and spin (eV): 1.003
Charge: -3